Computed, not measured: C3H8OSi in the gas phase in a non-equilibrium geometry, with the ωB97M-V functional and the def2-TZVPD basis.

Computed properties:
spin multiplicity	3
LUMO (alpha / beta)	0.78 / -1.43	eV
E	-13161.166	eV
expectation value of S²	2.01
ΔE to the lowest compared entry with this formula, charge and spin	21.0	kJ/mol
orbital gap (alpha / beta)	8.05 / 9.11	eV
strongest force on any atom	3.852	eV/A
highest occupied orbital energy (alpha / beta)	-7.27 / -10.54	eV

Last column: Mulliken charge in e.
Cartesian coordinates (Å):
1 C 0.868960 0.437709 0.079195  -0.45
2 C -0.266851 -0.666815 -0.803888  -0.48
3 C 2.312731 0.077424 0.378991  -0.74
4 O -2.113310 0.899111 0.619635  -0.51
5 Si -2.077916 -0.241958 -0.636111  0.51
6 H 0.431114 1.327417 0.440107  0.57
7 H 0.260912 -1.636697 -0.766449  0.31
8 H 2.388405 0.286469 1.431076  0.26
9 H 3.103808 0.756188 -0.235151  0.23
10 H 2.383189 -1.064071 0.294758  0.25
11 H -1.632670 0.787893 1.490905  0.33
12 H -2.769927 0.570631 -1.591184  -0.14
13 H -2.888446 -1.533297 -0.701884  -0.12

Forces on atoms 1 to 2 (eV/Å):
-1.0 -2.6 -2.2
2.6 1.7 2.3